DFT (wB97M-V/def2-TZVPD) results for C8H24FNaO4S4 as an isolated structure.

The value obtained for the HOMO energy is -8.23 eV. The calculation puts the gap between HOMO and LUMO at 8.1 eV. The relative energy (zero: lowest compared OMol25 entry of this formula, charge and spin) is 0.1773 eV. For the total energy, the calculation gives -2475.02248 Eh. The calculation puts the LUMO energy at -0.005 Eh.

```
42
Properties=species:S:1:pos:R:3:lowdin_charge:R:1
F 0.45 -3.19 0.27 -0.63
H -0.35 1.72 -2.77 0.04
O -0.65 0.81 -0.40 -0.56
O 1.40 -0.13 1.83 -0.58
C -0.82 2.15 3.35 -0.23
H -0.13 -1.65 -1.80 0.03
H 1.05 -0.35 -2.05 0.01
H -4.38 1.06 3.26 0.05
H -2.75 3.69 -1.17 0.06
H 2.71 -1.58 -0.51 0.04
O 1.74 -1.72 -4.78 -0.59
S -2.17 1.26 2.54 0.83
H -3.70 2.74 3.65 0.06
H 0.34 -3.92 -2.34 0.04
H 2.43 -2.37 3.12 0.06
C -2.55 2.62 -1.04 -0.26
Na -0.56 -1.14 0.91 0.35
H -2.80 2.10 -1.96 0.06
H -0.19 -0.67 -3.26 0.05
S -0.85 2.29 -0.55 0.86
H -3.30 1.37 4.65 0.06
H -3.26 2.34 -0.26 0.04
C 0.48 -1.14 -2.54 -0.27
H -0.52 -3.43 -3.81 0.06
H 0.93 2.76 -2.12 0.05
S 2.83 -0.53 1.69 0.86
C 2.88 -2.26 2.13 -0.26
C -3.55 1.67 3.63 -0.24
C 0.46 -3.69 -3.41 -0.26
H 4.26 -0.88 -0.09 0.05
H 3.87 -2.69 2.09 0.06
H 0.11 1.84 2.88 0.04
H 2.85 0.23 -0.55 0.04
H -0.77 1.91 4.41 0.06
H 2.20 -2.84 1.49 0.03
C -0.15 2.64 -2.22 -0.22
S 1.61 -2.28 -3.39 0.83
H 0.97 -4.55 -3.83 0.05
H -0.93 3.22 3.18 0.06
C 3.19 -0.70 -0.09 -0.23
O -1.81 -0.21 2.60 -0.53
H -0.59 3.49 -2.72 0.06
```

***

DFT (wB97M-V/def2-TZVPD) results for a 2-piece molecular cluster, C10H17NOSi overall.

The value obtained for the HOMO energy is -8.28 eV. The calculation puts the gap between HOMO and LUMO at 8.6 eV. Its structure (SMILES) is C[Si](C)(C)/N=C1\C=CC=CC1.C=O. The relative energy (zero: lowest compared OMol25 entry of this formula, charge and spin) is 2.7728 eV. For the total energy, the calculation gives -810.60833 Eh. The calculation puts the LUMO energy at 0.012 Eh.

```
30
Properties=species:S:1:pos:R:3:lowdin_charge:R:1
C -1.39 2.67 0.05 -0.22
C 1.17 -0.12 0.26 -0.30
H 4.03 -2.26 0.01 0.15
C 4.10 -0.07 0.05 -0.11
C -2.43 0.20 1.65 -0.15
H 1.67 -1.86 -0.59 0.09
C -1.66 -2.76 -0.12 -0.16
H 5.10 0.14 -0.10 0.08
H -2.03 0.61 2.51 0.01
H -2.58 -3.25 0.32 0.09
H -0.73 3.06 0.85 0.02
H 3.90 2.00 -0.58 0.13
H 1.83 -1.99 1.15 0.15
H -3.52 0.47 1.74 0.06
H -1.46 -0.42 -2.01 0.04
N -0.10 -0.20 0.19 0.00
C 1.95 1.09 -0.14 -0.03
H -1.82 -2.30 -1.21 0.09
H -2.39 3.12 0.44 0.06
C 3.44 -1.23 0.09 -0.09
Si -1.48 0.75 0.10 0.43
C 3.30 1.10 -0.20 -0.09
H -3.27 -0.22 -1.38 0.05
C 1.98 -1.36 0.23 -0.15
H -2.49 1.06 -2.08 -0.05
O -0.55 -2.60 0.27 -0.03
H -1.04 3.00 -0.98 0.03
C -2.27 0.23 -1.58 -0.16
H -2.54 -0.79 1.62 -0.05
H 1.28 1.93 -0.53 0.11
```

***

DFT (wB97M-V/def2-TZVPD) results for a 4-piece molecular cluster, C3H12NO3 overall.

The value obtained for the HOMO energy is -13.94 eV. The calculation puts the gap between HOMO and LUMO at 10.5 eV. The relative energy (zero: lowest compared OMol25 entry of this formula, charge and spin) is 1.5825 eV. For the total energy, the calculation gives -401.69082 Eh. The net charge is +1. The calculation puts the LUMO energy at -0.127 Eh.

```
19
Properties=species:S:1:pos:R:3:lowdin_charge:R:1
H 0.35 -3.13 -1.17 0.06
O 1.62 0.81 2.43 -0.04
C 0.31 1.44 -1.25 -0.13
H -0.78 1.40 1.25 0.14
H 0.28 1.94 -3.22 0.08
H 2.43 0.29 2.34 0.07
H -0.26 -0.26 1.55 0.10
H -0.37 -3.12 0.18 0.06
H 0.85 -0.47 -0.47 0.14
C -0.21 0.57 0.86 0.05
O 0.06 -2.55 -0.46 -0.04
H -2.86 -0.21 0.94 0.07
O -2.20 -0.70 0.42 -0.05
H 0.88 0.21 -2.93 0.08
H 1.58 0.93 3.39 0.07
N 0.41 0.41 -0.24 0.05
H -2.72 -1.12 -0.27 0.08
C 0.48 1.13 -2.52 0.08
H 0.16 2.42 -0.83 0.13
```

***

DFT (wB97M-V/def2-TZVPD) results for H12O6 as an isolated structure.

The value obtained for the HOMO energy is -8.92 eV. The calculation puts the gap between HOMO and LUMO at 8.6 eV. The relative energy (zero: lowest compared OMol25 entry of this formula, charge and spin) is 5.2122 eV. For the total energy, the calculation gives -458.48093 Eh. The calculation puts the LUMO energy at -0.013 Eh.

```
18
Properties=species:S:1:pos:R:3:lowdin_charge:R:1
O 2.03 -0.04 1.51 -0.09
O -1.75 0.38 2.79 -0.03
H 2.04 -0.98 1.69 0.01
H -0.06 0.44 -1.53 -0.10
H -1.90 -0.54 -1.52 0.15
H -0.38 -0.20 -0.15 -0.05
H -1.55 1.29 3.00 0.06
H 1.31 0.08 0.89 -0.14
H -0.66 0.02 1.32 0.04
O 1.62 -0.62 -1.88 -0.04
H -0.62 -1.24 -1.92 0.12
H -0.13 1.95 -1.68 0.09
H 1.10 0.07 -2.28 -0.05
O 0.46 1.20 -1.78 -0.05
H 0.99 -1.15 -1.39 0.01
O -0.95 -0.53 -1.37 0.04
O 0.05 -0.04 0.69 -0.02
H -1.61 -0.09 3.62 0.06
```

***

DFT (wB97M-V/def2-TZVPD) results for a 2-piece molecular cluster, C4H12O2S overall.

The value obtained for the HOMO energy (spin up / spin down) is -13.39 / -13.39 eV. The calculation puts the gap between HOMO and LUMO (spin up / spin down) at 9.5 / 4.2 eV. The expectation value of S² is 0.753. The relative energy (zero: lowest compared OMol25 entry of this formula, charge and spin) is 1.5420 eV. For the total energy, the calculation gives -707.87046 Eh. The net charge is +1. As for the multiplicity: 2. The calculation puts the LUMO energy (spin up / spin down) at -0.145 / -0.338 Eh.

```
19
Properties=species:S:1:pos:R:3:lowdin_spin:R:1
H -1.87 -0.34 1.97 0.02
H 1.21 0.61 1.91 0.00
S -2.77 0.10 -0.16 0.81
C -1.51 0.24 1.10 0.10
H -0.58 -1.53 0.25 0.00
C 2.25 -0.91 0.66 0.00
H -0.14 0.01 -0.52 0.00
H -1.28 1.32 1.31 0.03
H 1.26 3.25 -2.29 0.00
H 3.01 -1.07 1.36 0.00
H -3.83 0.40 0.57 0.03
O 1.85 2.93 -2.96 0.00
H 2.70 -2.76 0.26 0.00
H 2.42 -0.43 -0.32 0.00
C -0.37 -0.45 0.43 0.01
O 1.90 -2.20 0.06 0.00
H 2.69 2.71 -2.54 0.00
H 0.89 -0.83 2.42 0.00
C 0.94 -0.34 1.36 0.00
```

***

DFT (wB97M-V/def2-TZVPD) results for a 2-piece molecular cluster, C5H7ClN2 overall.

The value obtained for the HOMO energy is -9.36 eV. The calculation puts the gap between HOMO and LUMO at 9.5 eV. The relative energy (zero: lowest compared OMol25 entry of this formula, charge and spin) is 8.5237 eV. For the total energy, the calculation gives -764.11925 Eh. The calculation puts the LUMO energy at 0.004 Eh.

```
15
Properties=species:S:1:pos:R:3:lowdin_charge:R:1
C -0.45 0.16 -0.46 -0.39
C 2.72 -1.38 0.36 -0.03
H 3.39 -1.79 -0.44 0.02
N 0.75 -0.13 0.27 -0.18
C 0.58 1.31 -0.10 -0.03
C -2.80 0.54 0.31 -0.01
H 0.41 1.77 0.82 0.06
Cl -1.81 -1.97 -0.06 0.67
C -1.80 -0.25 0.03 -0.76
H 0.85 1.80 -1.12 0.14
H 2.95 -1.05 1.95 0.22
H -0.23 -0.08 -1.54 0.14
H -2.26 1.50 0.35 0.07
H -3.97 0.50 0.17 0.12
N 1.67 -0.93 -0.56 -0.02
```

***

DFT (wB97M-V/def2-TZVPD) results for C9H24ClGdI2N2P2S as an isolated structure.

The value obtained for the HOMO energy (spin up / spin down) is -14.67 / -14.27 eV. The calculation puts the gap between HOMO and LUMO (spin up / spin down) at 7.5 / 5.5 eV. The expectation value of S² is 16.049. The relative energy (zero: lowest compared OMol25 entry of this formula, charge and spin) is 0.2967 eV. For the total energy, the calculation gives -3368.52284 Eh. The net charge is +2. As for the multiplicity: 8. The calculation puts the LUMO energy (spin up / spin down) at -0.263 / -0.324 Eh.

```
42
Properties=species:S:1:pos:R:3:lowdin_spin:R:1
H -2.85 -1.53 3.00 0.00
H -0.36 -0.48 3.32 0.00
N -1.22 -0.16 2.87 0.00
C -2.60 1.21 -2.33 0.01
H -0.53 2.17 -4.66 0.00
H 3.97 -1.56 -0.85 0.00
H 3.03 -2.98 -1.06 0.00
H -2.55 2.04 1.00 0.00
C 3.07 -0.59 2.12 0.01
C 1.37 -3.01 1.75 0.01
H -0.14 0.40 -4.34 0.00
N -2.42 1.22 1.60 0.00
H -4.09 1.10 2.93 0.00
C -0.59 3.30 -1.66 0.01
I 0.87 -3.27 -3.62 -0.01
H 1.01 1.58 -3.90 0.00
P -0.84 1.58 -2.28 0.03
C 3.50 -2.37 -0.26 0.01
H 0.49 3.50 -1.54 0.00
S 0.32 1.53 1.30 0.01
H -3.05 1.19 -1.33 0.00
H -2.82 -0.37 4.28 0.00
C -0.08 1.44 -3.95 0.01
H 2.04 -3.63 2.37 0.00
H -4.10 -0.09 1.68 0.00
H -1.05 4.06 -2.33 0.00
H -2.73 0.17 -2.68 0.00
C -2.62 -0.49 3.21 0.00
Gd 0.67 -0.20 -0.81 6.82
H 0.86 -3.63 1.01 0.00
P 2.24 -1.69 0.89 0.04
I 2.70 -1.61 -4.73 0.00
H 3.84 -1.12 2.72 0.00
H 0.55 -2.62 2.37 0.00
H -0.95 3.42 -0.62 0.00
H 3.53 0.27 1.60 0.00
Cl 2.67 1.05 -1.47 0.03
H 2.34 -0.09 2.77 0.00
C -1.16 0.86 1.97 0.00
H 4.28 -2.93 0.30 0.00
C -3.44 0.45 2.35 0.00
H -3.16 1.89 -2.98 0.00
```